No. 1
This record from the OMol25 dataset describes an isolated molecule of C6H6 at a distorted geometry. The level of theory is ωB97M-V/def2-TZVPD.

Cartesian coordinates (Å):
C -1.004 0.762 -0.413
C -1.558 -0.577 -0.356
C 0.945 -0.674 -0.484
C -0.276 -1.024 0.380
C 0.527 0.772 -0.279
C -0.223 0.436 0.946
H -0.310 -1.937 0.963
H 1.882 -0.898 0.023
H -0.472 0.874 1.888
H 1.069 1.675 -0.509
H 0.962 -1.072 -1.497
H -1.541 1.663 -0.661

Forces on atoms 1 to 6 (eV/Å):
C -0.71 1.45 0.92
C 2.27 -0.64 -0.66
C 0.10 -0.03 -0.54
C -1.36 -1.17 1.19
C 0.05 -0.27 -0.94
C -0.92 0.10 -0.69

The LUMO energy (alpha / beta) comes out at 1.189 / -0.776 eV. The calculation puts the molar mass at 78.114 g/mol. The value obtained for the total energy is -6311.9770 eV. As for the multiplicity: 3. The value obtained for the relative energy (zero: lowest compared OMol25 entry of this formula, charge and spin) is 20.57 kcal/mol. The expectation value of S² is 2.007.

No. 2
This record from the OMol25 dataset describes C6H6BF2MnN2S3 as an isolated structure at a distorted geometry. The level of theory is ωB97M-V/def2-TZVPD.

Cartesian coordinates (Å):
Mn 0.149 1.194 0.250
S -0.383 -0.774 -0.537
S 0.970 0.143 2.219
S -0.114 1.990 -1.786
F -2.044 3.229 1.386
F 0.172 2.955 1.010
N -1.521 1.235 -5.120
N -1.712 -2.576 -3.495
C -1.340 -1.666 -2.909
C -0.751 0.699 -2.745
C -0.022 -1.265 2.769
C 2.388 -0.736 1.497
C -1.167 0.985 -4.062
C -0.868 -0.551 -2.189
B -1.118 2.442 0.981
H 2.964 -1.179 2.307
H -0.995 -0.890 3.073
H -0.136 -1.972 1.949
H 2.041 -1.512 0.819
H 3.011 -0.015 0.971
H 0.476 -1.735 3.613

Forces on atoms 1 to 6 (eV/Å):
Mn 0.58 -2.76 -1.34
S -0.13 -0.05 -0.05
S 0.37 -0.32 0.23
S -0.03 0.30 0.13
F -0.30 -0.67 -0.04
F 0.61 1.41 0.61

The LUMO energy (alpha / beta) comes out at -6.405 / -6.084 eV. The calculation puts the molar mass at 306.075 g/mol. The value obtained for the total energy is -79229.6216 eV. As for the multiplicity: 4. The net charge is +1. The value obtained for the relative energy (zero: lowest compared OMol25 entry of this formula, charge and spin) is 32.13 kcal/mol. The expectation value of S² is 4.025.

No. 3
This record from the OMol25 dataset describes a 4-piece molecular cluster, C6H6BNO14 overall at a distorted geometry. The level of theory is ωB97M-V/def2-TZVPD.

Cartesian coordinates (Å):
O -30.152 6.464 12.834
O -37.714 13.909 14.392
O -36.762 9.829 15.915
O -36.922 7.573 16.142
O -34.932 13.845 15.401
O -35.255 11.581 15.081
O -36.185 9.861 13.617
O -31.156 10.678 12.071
O -32.268 7.039 12.844
O -30.836 11.972 13.742
O -32.498 10.558 13.789
O -37.553 11.623 14.302
O -31.530 5.310 13.965
O -35.879 7.631 13.313
N -33.597 9.093 11.718
C -36.155 8.615 14.023
C -36.620 8.615 15.570
C -31.335 6.305 13.158
C -35.626 12.851 15.055
C -37.071 12.888 14.476
C -31.514 11.023 13.205
B -36.429 10.743 14.799
H -34.537 8.768 11.544
H -30.288 12.183 12.982
H -33.085 8.266 11.992
H -30.648 4.962 14.112
H -33.038 9.520 10.993
H -33.457 9.690 12.520

Forces on atoms 1 to 6 (eV/Å):
O 1.38 1.27 -1.47
O 0.57 -1.11 -0.49
O -0.19 2.11 0.71
O 0.72 2.14 -0.41
O -2.75 -3.71 -1.29
O -0.75 0.22 0.48

The LUMO energy (alpha / beta) comes out at 2.112 / -2.478 eV. The calculation puts the molar mass at 326.919 g/mol. The value obtained for the total energy is -37156.8280 eV. As for the multiplicity: 2. The net charge is -1. The expectation value of S² is 0.757.

No. 4
This record from the OMol25 dataset describes an isolated ion of composition C6H6BO2 and charge -1 at a distorted geometry. The level of theory is ωB97M-V/def2-TZVPD.

Cartesian coordinates (Å):
O 2.053 -1.305 1.821
O 2.780 -1.131 -0.433
C -1.646 0.630 0.669
C -1.884 0.942 -0.653
C -0.936 0.670 -1.601
C 0.271 0.099 -1.239
C 0.498 -0.247 0.058
C -0.430 0.069 1.032
B 1.873 -0.979 0.458
H -2.405 0.831 1.393
H -1.058 1.006 -2.622
H -2.830 1.382 -0.960
H 0.937 -0.248 -1.982
H 3.015 -1.513 2.003
H -0.239 -0.205 2.056

Forces on atoms 1 to 6 (eV/Å):
O 1.07 -0.32 1.59
O 0.81 -0.33 -0.74
C 0.32 -0.01 0.15
C -0.93 0.33 -0.06
C 0.74 0.57 -0.73
C -1.27 -0.27 -0.50

The LUMO energy comes out at 3.779 eV. The calculation puts the molar mass at 120.924 g/mol. The value obtained for the total energy is -11094.2463 eV. As for the multiplicity: 1. The net charge is -1. The value obtained for the relative energy (zero: lowest compared OMol25 entry of this formula, charge and spin) is 0.00 kcal/mol.

No. 5
This record from the OMol25 dataset describes an isolated molecule of C6H6BrNO at a distorted geometry. The level of theory is ωB97M-V/def2-TZVPD.

Cartesian coordinates (Å):
Br 2.909 0.754 -0.022
O 1.005 -2.436 -0.709
N 0.798 -0.466 1.231
C -1.391 0.773 -0.160
C 1.149 -1.290 -1.066
C 1.011 -0.102 -0.071
C -0.399 -0.379 1.727
C -1.496 -0.015 0.934
C -0.058 0.951 -0.755
H 0.268 2.042 -0.764
H -0.108 0.619 -1.852
H -2.436 -0.385 1.156
H -2.121 1.458 -0.471
H -0.539 -0.656 2.815
H 1.406 -0.867 -1.993

Forces on atoms 1 to 6 (eV/Å):
Br -0.97 -0.38 -0.57
O 0.09 1.22 -1.14
N -1.29 0.06 2.36
C 1.89 -0.83 1.59
C -0.16 -0.66 3.56
C -0.33 1.60 -1.56

The LUMO energy comes out at -0.388 eV. The calculation puts the molar mass at 188.024 g/mol. The value obtained for the total energy is -79896.7822 eV. As for the multiplicity: 1. As for the SMILES: O=C[C@@]1(Br)CC=CC=N1. The value obtained for the relative energy (zero: lowest compared OMol25 entry of this formula, charge and spin) is 35.85 kcal/mol.

No. 6
This record from the OMol25 dataset describes C6H6Cl2LaN2O3Sc as an isolated structure at a distorted geometry. The level of theory is ωB97M-V/def2-TZVPD.

Cartesian coordinates (Å):
La -1.762 -0.570 -5.251
Sc 0.606 0.317 -1.259
Cl -0.679 1.849 -2.238
Cl -0.662 -1.738 -3.041
O 1.018 1.343 -6.254
O 2.195 2.845 0.018
O 1.107 -2.077 -6.175
N -0.293 -0.132 0.545
N -0.344 -0.206 3.014
C -1.444 0.319 3.864
C 0.029 0.894 -5.880
C 0.766 -0.930 3.675
C 0.014 -1.693 -6.032
C 1.786 1.850 -0.411
C -0.366 -0.088 1.740
H -1.156 0.188 4.915
H -2.388 -0.213 3.633
H 0.642 -0.832 4.774
H -1.608 1.393 3.627
H 0.779 -2.015 3.377
H 1.760 -0.505 3.358

Forces on atoms 1 to 6 (eV/Å):
La -7.48 0.53 3.71
Sc -2.33 -2.97 0.15
Cl -0.13 0.09 -0.53
Cl -0.02 0.89 -0.81
O -4.21 -1.64 1.60
O -1.93 -5.07 -2.08

The LUMO energy comes out at -17.014 eV. The calculation puts the molar mass at 408.893 g/mol. The value obtained for the total energy is -62002.0109 eV. As for the multiplicity: 1. The net charge is +4. The value obtained for the relative energy (zero: lowest compared OMol25 entry of this formula, charge and spin) is 15.40 kcal/mol.

No. 7
This record from the OMol25 dataset describes an isolated molecule of C6H6ClN3O3 at a distorted geometry. The level of theory is ωB97M-V/def2-TZVPD.

Cartesian coordinates (Å):
Cl -3.297 2.291 -0.141
O 2.313 -2.079 -0.324
O -4.463 -2.599 -0.610
O 0.170 -1.383 -0.623
N -4.277 -1.480 -0.367
N -1.617 0.191 0.255
N 1.236 -0.998 -0.379
C -0.745 1.199 0.430
C -3.607 -0.550 -0.274
C 0.581 1.237 0.260
C -2.779 0.554 0.047
C 3.112 0.497 0.234
C 1.565 0.170 0.121
H -1.254 2.048 0.686
H 1.118 2.206 0.285
H 3.537 -0.038 -0.568
H 3.432 0.087 1.140
H 1.794 -2.872 -0.386
H 3.183 1.519 0.215

Forces on atoms 1 to 6 (eV/Å):
Cl -0.55 -1.34 0.00
O 0.19 2.54 -0.09
O -2.54 -3.93 -0.55
O -3.89 -2.14 -1.71
N 2.49 1.26 -0.10
N 1.03 -0.72 0.69

The LUMO energy (alpha / beta) comes out at -0.858 / -0.857 eV. The calculation puts the molar mass at 203.585 g/mol. The value obtained for the total energy is -29445.3848 eV. As for the multiplicity: 1. The value obtained for the relative energy (zero: lowest compared OMol25 entry of this formula, charge and spin) is 24.16 kcal/mol.

No. 8
This record from the OMol25 dataset describes a 2-piece molecular cluster, C6H6ClPS2 overall at a distorted geometry. The level of theory is ωB97M-V/def2-TZVPD.

Cartesian coordinates (Å):
Cl -3.348 0.071 -1.948
S -2.376 2.017 1.793
S -2.613 -1.446 2.001
P -1.729 0.211 1.528
C 1.823 1.051 -0.245
C 0.609 1.183 0.401
C -0.120 0.040 0.707
C 2.301 -0.209 -0.578
C 1.569 -1.345 -0.262
C 0.353 -1.227 0.384
H 0.219 2.154 0.667
H -4.052 0.296 -2.991
H 3.248 -0.307 -1.086
H 2.397 1.931 -0.491
H -0.232 -2.100 0.640
H 1.950 -2.321 -0.519

Forces on atoms 1 to 6 (eV/Å):
Cl 0.02 -0.03 0.02
S 0.50 -1.01 -0.18
S 0.57 0.89 -0.30
P -0.65 0.04 0.27
C 0.08 0.02 -0.04
C -0.01 0.00 -0.01

The LUMO energy comes out at -1.231 eV. The calculation puts the molar mass at 208.675 g/mol. The value obtained for the total energy is -49802.0071 eV. As for the multiplicity: 1. The value obtained for the relative energy (zero: lowest compared OMol25 entry of this formula, charge and spin) is 0.00 kcal/mol.

Copy entry 8 word for word.
This record from the OMol25 dataset describes a 2-piece molecular cluster, C6H6ClPS2 overall at a distorted geometry. The level of theory is ωB97M-V/def2-TZVPD.

Cartesian coordinates (Å):
Cl -3.348 0.071 -1.948
S -2.376 2.017 1.793
S -2.613 -1.446 2.001
P -1.729 0.211 1.528
C 1.823 1.051 -0.245
C 0.609 1.183 0.401
C -0.120 0.040 0.707
C 2.301 -0.209 -0.578
C 1.569 -1.345 -0.262
C 0.353 -1.227 0.384
H 0.219 2.154 0.667
H -4.052 0.296 -2.991
H 3.248 -0.307 -1.086
H 2.397 1.931 -0.491
H -0.232 -2.100 0.640
H 1.950 -2.321 -0.519

Forces on atoms 1 to 6 (eV/Å):
Cl 0.02 -0.03 0.02
S 0.50 -1.01 -0.18
S 0.57 0.89 -0.30
P -0.65 0.04 0.27
C 0.08 0.02 -0.04
C -0.01 0.00 -0.01

The LUMO energy comes out at -1.231 eV. The calculation puts the molar mass at 208.675 g/mol. The value obtained for the total energy is -49802.0071 eV. As for the multiplicity: 1. The value obtained for the relative energy (zero: lowest compared OMol25 entry of this formula, charge and spin) is 0.00 kcal/mol.